12
Properties=species:S:1:pos:R:3 method="wB97M-V/def2-TZVPD" spin_multiplicity=1 total_charge=-1 lumo_ev=3.58
Cl 0.226 -1.799 1.226
Cl -0.339 1.733 -1.245
C -0.555 0.235 -0.324
C 0.491 -0.280 0.291
C -1.948 -0.357 -0.271
B 1.998 0.364 0.246
H 2.739 -0.313 0.937
H 2.432 0.425 -0.881
H -2.544 0.118 0.530
H -1.949 -1.437 -0.102
H -2.502 -0.139 -1.200
H 1.951 1.450 0.793



18
Properties=species:S:1:pos:R:3 method="wB97M-V/def2-TZVPD" spin_multiplicity=1 total_charge=0 lumo_ev=0.12 e_above_lowest_kcal_mol=32.2
O 9.166 -2.439 2.969
O 14.360 -3.262 5.677
O 11.422 -4.340 4.394
O 8.845 -4.090 5.535
O 10.368 -5.791 2.047
O 13.268 -4.065 8.074
H 9.557 -4.617 5.172
H 9.946 -1.925 2.757
H 9.508 -3.249 3.348
H 10.905 -5.473 1.321
H 11.358 -5.060 3.767
H 13.420 -3.826 7.160
H 8.098 -4.687 5.570
H 12.323 -4.380 4.714
H 9.581 -6.138 1.628
H 14.011 -3.690 8.547
H 14.783 -2.406 5.737
H 15.025 -3.832 5.290



108
Properties=species:S:1:pos:R:3 method="wB97M-V/def2-TZVPD" spin_multiplicity=1 total_charge=0 lumo_ev=0.39
S 2.034 -12.531 0.765
S 0.782 -2.111 -0.415
S -7.604 1.476 -0.481
S 8.723 3.405 1.846
S 2.819 -6.902 1.179
S -5.900 8.006 1.527
S 3.586 0.869 1.253
O -2.555 -1.390 -2.503
O -6.479 1.318 -1.461
O -6.158 7.254 0.254
O 3.157 2.303 1.358
O 2.120 -1.826 -1.030
O 1.605 -11.097 0.870
O 7.935 2.208 1.400
O 1.862 -5.746 1.190
N -2.029 3.439 1.276
C -3.594 -1.493 -1.448
C -4.114 7.987 1.817
C -9.121 1.738 -1.432
C 7.540 4.677 2.351
C 0.367 2.696 -0.862
C 0.559 -3.906 -0.405
C -1.353 0.250 -4.116
C -2.297 0.043 -2.751
C 0.958 -1.933 1.377
C -3.367 4.668 -0.712
C 2.653 -7.729 -0.421
C 0.199 0.123 -3.605
C 0.108 4.257 -0.385
C 0.079 2.651 -2.480
C -2.930 3.371 0.230
C 9.297 4.262 0.360
C 5.224 0.846 0.484
C -7.510 3.154 0.189
C 2.076 -8.232 2.155
C 0.957 1.545 -3.310
C 2.590 -13.053 2.406
C -3.620 1.878 -0.043
C 3.672 -12.554 -0.003
C 4.141 0.346 2.893
C -6.010 9.771 1.148
B -0.886 4.416 0.915
H 5.125 1.179 -0.552
H 3.573 -12.221 -1.039
H 8.073 5.606 2.570
H 3.021 -14.055 2.344
H -9.942 1.976 -0.752
H -4.250 -2.447 -1.717
H -4.330 -0.578 -1.417
H 1.798 -2.535 1.732
H -6.605 3.235 0.795
H 3.330 -12.349 2.793
H -7.047 10.007 0.895
H 3.247 -8.646 -0.422
H 1.423 -4.388 0.060
H 1.146 -0.881 1.604
H 1.418 2.004 -4.299
H 0.465 -4.250 -1.437
H -8.978 2.551 -2.148
H 0.226 -0.640 -2.710
H -0.352 -4.158 0.144
H -1.623 0.471 -1.863
H 2.689 -9.133 2.072
H 4.881 1.051 3.280
H -5.367 10.012 0.298
H 5.620 -0.172 0.500
H 7.027 4.335 3.253
H -1.079 2.594 -2.634
H 1.726 -13.073 3.074
H 6.807 4.843 1.559
H 1.497 2.393 -0.633
H 4.346 -11.880 0.531
H 4.573 -0.655 2.831
H -4.436 4.413 -1.175
H -0.772 5.356 1.650
H -1.628 1.348 -4.496
H -3.810 6.962 2.038
H -0.398 1.984 -0.335
H 10.027 3.626 -0.147
H 0.035 -2.249 1.868
H 1.149 4.757 -0.086
H -4.062 1.927 -1.126
H -2.613 4.838 -1.595
H -5.711 10.352 2.023
H 1.899 1.285 -2.624
H 0.409 3.720 -2.898
H -3.543 5.657 -0.075
H -7.467 3.880 -0.626
H 2.040 -7.916 3.201
H -2.855 0.989 0.121
H 0.796 -0.408 -4.491
H -1.674 -0.530 -4.929
H -3.587 8.338 0.927
H -3.876 8.626 2.671
H 3.025 -7.058 -1.199
H 1.062 -8.434 1.803
H -0.356 4.932 -1.246
H 4.068 -13.572 0.012
H -3.261 0.703 -2.827
H 9.774 5.204 0.642
H -9.355 0.818 -1.972
H 3.277 0.326 3.562
H -4.547 1.753 0.688
H -8.383 3.346 0.817
H -3.136 -1.631 -0.362
H 5.898 1.519 1.018
H 8.456 4.453 -0.311
H 1.603 -7.962 -0.616



9
Properties=species:S:1:pos:R:3 method="wB97M-V/def2-TZVPD" spin_multiplicity=1 total_charge=0 lumo_ev=1.04 e_above_lowest_kcal_mol=90.3
N -0.359 -0.366 -0.443
N 3.248 -2.665 1.423
N -1.515 -0.346 0.209
N 0.697 0.015 -0.061
C 3.044 -1.861 0.627
H 0.854 0.349 0.902
H -2.203 -0.797 -0.350
H -1.697 0.358 0.821
H 3.025 -1.139 -0.202



86
Properties=species:S:1:pos:R:3 method="wB97M-V/def2-TZVPD" spin_multiplicity=1 total_charge=+4 lumo_ev="-13.01 / -13.01" e_above_lowest_kcal_mol=65.2
Sb 0.618 -0.578 -0.298
Sb -0.926 5.058 -0.654
Pd -1.528 -1.981 -0.138
Se -4.460 -4.297 -1.151
N 1.217 -4.656 1.163
N 0.383 -4.553 0.165
N -5.485 -4.438 0.261
N -2.864 -2.542 1.855
N -3.174 -3.409 -0.266
C 0.515 -0.856 -4.638
C -3.617 -3.264 0.976
C -1.767 5.428 -2.458
C -5.383 -3.701 2.609
C 0.100 6.180 1.873
C 0.991 -5.581 2.310
C -2.391 4.635 -4.631
C -2.810 5.928 -4.950
C 0.863 2.658 -0.209
C -0.607 3.045 0.017
C 2.703 -1.728 1.652
C -3.369 -2.423 3.056
C 2.471 0.453 -4.124
C 1.642 -0.163 -5.055
C 1.043 -0.323 -2.345
C 2.951 -2.512 -0.617
C -0.504 -5.823 2.479
C -0.053 7.847 0.061
C -4.611 -2.998 3.476
C 3.801 -2.492 2.033
C 0.444 8.800 0.921
C 2.280 -1.726 0.324
C -4.888 -3.842 1.275
C 1.296 1.338 0.446
C 0.588 7.154 2.714
C 0.757 8.457 2.239
C 1.735 -6.881 1.980
C 0.213 -0.934 -3.285
C -1.881 4.367 -3.379
C -2.194 6.734 -2.774
C -0.228 6.531 0.542
C 4.032 -3.295 -0.228
C 1.587 -4.901 3.537
C 4.460 -3.281 1.097
C -2.723 6.970 -4.025
C 2.175 0.373 -2.770
H -2.794 -1.846 3.771
H 0.838 6.913 3.738
H 2.372 1.259 0.273
H -0.652 -6.382 3.401
H -0.674 -1.475 -2.967
H 5.319 -3.870 1.393
H 1.048 -3.987 3.787
H 4.558 -3.893 -0.961
H 3.357 0.980 -4.452
H -6.334 -4.136 2.887
H -0.269 8.111 -0.965
H 2.641 -4.666 3.384
H -2.473 3.843 -5.363
H -3.074 7.959 -4.286
H 1.144 9.219 2.904
H 1.884 -0.109 -6.109
H 2.857 0.823 -2.056
H -4.922 -2.847 4.501
H 2.195 -1.131 2.402
H -0.440 -5.143 0.208
H 1.501 3.436 0.224
H 0.598 9.812 0.573
H -2.150 7.536 -2.051
H 0.753 -4.285 -0.737
H 1.088 2.629 -1.278
H -0.124 -1.340 -5.365
H -0.928 -6.442 1.683
H -1.335 2.423 -0.505
H 2.127 -4.211 1.030
H 4.145 -2.468 3.059
H -0.038 5.172 2.242
H -1.566 3.361 -3.127
H 1.594 -7.582 2.802
H 1.350 -7.341 1.070
H -0.875 3.080 1.075
H 2.656 -2.495 -1.662
H 1.522 -5.584 4.383
H 1.169 1.363 1.529
H -1.058 -4.885 2.563
H 2.806 -6.707 1.867
H -3.219 6.125 -5.933



16
Properties=species:S:1:pos:R:3 method="wB97M-V/def2-TZVPD" spin_multiplicity=1 total_charge=0 lumo_ev="0.93 / 0.93" e_above_lowest_kcal_mol=101.8
N -2.155 -1.159 0.132
N 2.333 0.585 0.185
N 0.212 -1.287 -0.062
C 1.688 -0.291 -0.653
C -1.161 1.881 0.446
C -0.914 -0.583 0.001
C -0.855 0.776 -0.201
H -1.872 1.902 1.275
H -2.927 -0.524 -0.019
H -2.271 -2.051 -0.329
H 0.052 -2.289 -0.080
H 2.258 -1.197 -0.827
H -0.665 2.818 0.208
H 3.170 0.225 0.624
H 1.750 1.034 0.881
H 1.356 0.160 -1.582



31
Properties=species:S:1:pos:R:3 method="wB97M-V/def2-TZVPD" spin_multiplicity=1 total_charge=0 lumo_ev=-0.28 e_above_lowest_kcal_mol=31.7
S 0.641 -2.036 -1.652
O 1.447 1.437 2.261
N -0.359 2.197 -1.718
N -3.582 0.866 -0.795
N -1.645 0.395 -0.641
N 0.102 3.046 1.270
N -2.852 -0.067 -0.271
N -2.827 1.988 -1.325
C 0.789 0.847 0.029
C 0.796 1.831 1.265
C 1.972 2.237 -1.802
C -0.022 -1.530 -0.167
C -0.488 -0.107 0.202
C -1.547 1.634 -1.273
C 0.912 -3.616 -1.047
C -0.116 -2.572 0.668
C 0.685 1.769 -1.176
C 0.461 -3.781 0.252
C -0.795 -2.461 1.980
H -0.181 -1.851 2.787
H 0.454 -4.691 0.847
H -1.827 -2.037 1.872
H 1.780 0.382 0.003
H 0.097 3.630 2.112
H -0.978 -3.459 2.269
H 1.334 -4.483 -1.611
H -0.795 -0.024 1.201
H -0.302 3.298 0.346
H 2.355 3.048 -1.213
H 2.734 1.441 -1.876
H 1.760 2.670 -2.796



12
Properties=species:S:1:pos:R:3 method="wB97M-V/def2-TZVPD" spin_multiplicity=1 total_charge=0 lumo_ev=-0.51 e_above_lowest_kcal_mol=106.6
N -0.071 0.443 1.126
N 0.370 -1.755 -0.962
N -0.458 2.546 -1.956
C -0.749 1.522 -1.502
C 0.769 -0.574 1.348
C -0.396 -0.863 -1.188
C -1.088 0.272 -0.878
H 0.451 1.248 0.760
H -2.097 0.172 -0.485
H 0.402 -1.346 2.033
H 1.853 -0.399 1.374
H 0.777 -1.365 0.207



96
Properties=species:S:1:pos:R:3 method="wB97M-V/def2-TZVPD" spin_multiplicity=1 total_charge=+1 lumo_ev=-3.20
Ag -0.447 -1.579 -2.042
S -2.437 -0.075 -2.569
S 1.740 -0.369 -2.527
S -0.817 -2.705 0.233
N -1.411 -0.169 0.505
N 0.126 2.413 -0.973
N -1.969 0.962 0.961
N -0.631 1.366 -1.337
N 1.180 -5.004 -2.080
N 1.155 0.302 1.295
N -0.401 -3.850 -3.033
N 0.172 -5.826 -2.412
N 0.834 -3.833 -2.465
N 1.069 0.041 -0.026
C 0.695 4.746 -1.017
C 2.331 0.562 1.775
C -2.080 2.672 -2.660
C -1.677 1.392 -2.164
C -3.276 2.778 -3.549
C 3.357 2.041 3.510
C 1.161 -8.019 -3.101
C 2.079 0.008 -0.906
C -3.395 2.197 2.434
C -1.319 3.736 -2.300
C -2.796 0.875 1.962
C -4.544 1.970 3.417
C 1.083 1.091 3.885
C -2.487 -1.522 2.105
C 0.667 5.870 -2.057
C 4.561 0.349 -1.322
C 2.138 4.275 -0.826
C 2.632 -7.688 -2.876
C -0.790 -5.102 -2.975
C -2.288 3.003 3.123
C 3.477 0.577 0.926
C 2.454 0.823 3.267
C 0.222 -7.273 -2.163
C -3.071 -0.384 2.561
C 0.151 5.266 0.321
C -1.609 -1.401 0.984
C -3.913 2.974 1.220
C -0.184 3.579 -1.454
C 3.384 0.316 -0.399
C -2.736 -2.862 2.719
C 0.757 -7.818 -4.558
C 3.075 -0.426 3.907
B -0.345 0.076 -0.567
H 0.939 5.508 -3.051
H -4.366 3.910 1.552
H -3.761 -0.441 3.390
H 1.376 -8.428 -5.215
H -4.670 2.402 0.678
H -5.346 1.373 2.978
H 3.255 -8.395 -3.426
H 1.007 -9.071 -2.840
H 0.221 4.491 1.086
H 3.265 -0.247 4.967
H -2.986 -3.596 1.953
H -4.162 2.399 -3.038
H 2.404 -1.282 3.815
H 4.528 1.253 -1.934
H -0.286 -8.092 -4.735
H -1.716 -5.505 -3.347
H 2.908 -7.745 -1.822
H 2.749 5.119 -0.499
H 2.874 -6.684 -3.228
H -2.675 3.976 3.431
H 0.379 0.284 3.680
H -3.448 3.811 -3.845
H 4.026 -0.688 3.437
H 5.494 0.344 -0.760
H -0.308 6.357 -2.120
H 0.651 2.017 3.500
H 0.895 -6.776 -4.860
H 4.447 0.795 1.355
H 0.488 -7.410 -1.116
H -3.142 2.162 -4.439
H -4.969 2.934 3.700
H -3.101 3.208 0.529
H 2.206 3.487 -0.076
H -0.896 5.572 0.237
H -0.800 -7.624 -2.309
H -1.917 2.487 4.012
H 1.387 6.638 -1.774
H -3.542 -2.811 3.449
H -1.572 4.717 -2.678
H 1.196 1.189 4.966
H 3.300 2.331 4.560
H 4.406 1.833 3.292
H -1.450 3.159 2.443
H -4.209 1.483 4.335
H 0.730 6.131 0.648
H 2.556 3.893 -1.760
H 4.544 -0.501 -2.004
H -1.834 -3.222 3.218
H 3.043 2.899 2.910



41
Properties=species:S:1:pos:R:3 method="wB97M-V/def2-TZVPD" spin_multiplicity=1 total_charge=-1 lumo_ev=3.01 e_above_lowest_kcal_mol=52.5
O -0.072 -2.262 -2.784
O 0.031 0.418 -1.988
O -2.535 -0.972 2.141
O 1.749 -1.376 -1.425
O 2.850 0.986 -0.862
O 2.630 -2.138 1.820
O -1.970 2.225 -2.599
O -2.694 -2.218 -1.986
N -0.262 2.334 1.570
N -2.187 1.524 0.149
N 0.863 -0.764 2.529
C -1.583 1.808 1.373
C 1.470 0.599 2.217
C 1.232 -1.776 1.561
C 0.878 1.331 1.077
H 0.732 -0.299 -1.631
H -1.726 -1.217 1.759
H -2.285 2.329 -0.348
H 0.638 -2.695 -3.357
H 1.401 1.173 3.203
H 0.750 -2.753 1.970
H -2.706 -0.046 1.830
H 2.524 -1.467 -2.020
H 0.970 -1.403 0.441
H -1.899 -2.273 -2.375
H -2.250 2.569 2.086
H 0.400 0.635 0.193
H 2.479 0.023 -0.955
H 3.235 -1.787 0.962
H 0.630 -1.859 -2.063
H 1.606 1.968 0.538
H -1.083 1.939 -2.682
H -1.669 0.859 -0.434
H -3.061 -1.403 -1.798
H -0.476 -0.108 -2.564
H 2.521 0.200 1.943
H -0.109 3.194 1.034
H -1.570 0.784 1.955
H 2.192 1.520 -1.413
H 0.823 -0.988 3.548
H -2.466 1.386 -2.614



12
Properties=species:S:1:pos:R:3 method="wB97M-V/def2-TZVPD" spin_multiplicity=1 total_charge=0 lumo_ev=-0.73 e_above_lowest_kcal_mol=90.7
O -0.159 -0.559 2.030
C 0.746 1.326 -0.338
C -0.411 0.390 -0.710
C -0.440 -1.395 1.207
C 0.226 -2.232 -0.594
C -0.195 -1.047 -0.293
H 0.545 2.329 -0.732
H -1.334 0.739 -0.228
H 0.859 1.398 0.747
H -0.950 -2.336 1.470
H -0.581 0.410 -1.794
H 1.693 0.976 -0.763